[1]
C25H26CrNO2PS3 | ωB97M-V/def2-TZVPD

## Properties
E_tot: -102121.9484 eV
Kohn-Sham gap (alpha / beta): 0.2492 / 0.2495 Eh
Spin multiplicity: 2
LUMO level (alpha / beta): -0.377 / -0.377 Eh
Highest occupied orbital energy (alpha / beta): -17.0 / -17.0 eV
Net charge: +3

Each line ends with the Löwdin charge.
Geometry (Å):
Cr1 -0.1985 -1.6393 0.9697  0.40
C1 -0.1195 -4.3775 -1.2586  0.02
C2 -0.4822 -3.8724 0.0988  -0.27
C3 -1.7503 -3.3280 0.3523  -0.10
C4 -2.0882 -2.8114 1.6126  -0.10
C5 -1.1796 -2.9041 2.6774  -0.08
C6 0.0582 -3.5120 2.4569  -0.02
C7 0.4250 -3.9302 1.1727  0.00
H1 -0.6373 -3.8284 -2.0453  0.11
H2 -0.4336 -5.4224 -1.3343  0.13
H3 0.9559 -4.3491 -1.4277  0.11
H4 -2.4662 -3.2582 -0.4575  0.14
H5 -3.0484 -2.3312 1.7522  0.15
H6 -1.4423 -2.5222 3.6555  0.15
H7 0.7771 -3.5803 3.2624  0.15
H8 1.4236 -4.3142 1.0047  0.16
O1 1.5017 -1.2801 1.8759  -0.22
N1 1.6460 -0.4031 2.8819  -0.13
C8 2.8143 -0.4069 3.5450  0.06
C9 3.0285 0.5008 4.5628  0.04
C10 2.0302 1.4032 4.9000  0.03
C11 0.8264 1.3760 4.2070  -0.01
C12 0.6573 0.4624 3.1851  -0.47
S1 -0.8374 0.2827 2.2515  0.71
H9 3.5278 -1.1474 3.2142  0.16
H10 3.9748 0.4817 5.0855  0.14
H11 2.1779 2.1130 5.7023  0.14
H12 0.0191 2.0496 4.4617  0.14
S2 -0.9254 2.0625 1.1579  0.51
P1 -1.1473 1.2792 -0.8239  0.43
S3 -1.7815 -0.6316 -0.5969  0.54
C13 -2.4123 2.2785 -1.5569  -0.41
C14 -2.0187 3.5243 -2.0698  -0.06
C15 -2.9743 4.3746 -2.5960  -0.03
C16 -4.3059 3.9770 -2.6374  -0.01
C17 -4.6916 2.7344 -2.1489  -0.03
C18 -3.7514 1.8831 -1.5978  -0.08
C19 0.4021 1.4908 -1.6894  -0.42
C20 0.4697 0.9577 -2.9827  -0.08
C21 1.6044 1.1611 -3.7472  -0.03
C22 2.6627 1.9097 -3.2393  -0.02
C23 2.5900 2.4500 -1.9629  -0.05
C24 1.4625 2.2382 -1.1809  -0.10
H13 -0.9775 3.8232 -2.0764  0.11
H14 -2.6814 5.3387 -2.9874  0.13
H15 -5.0488 4.6390 -3.0619  0.13
H16 -5.7277 2.4304 -2.1981  0.13
H17 -4.0600 0.9232 -1.2050  0.09
H18 -0.3666 0.4097 -3.4042  0.12
H19 1.6572 0.7579 -4.7494  0.13
H20 3.5386 2.0828 -3.8499  0.13
H21 3.4057 3.0456 -1.5763  0.13
H22 1.4183 2.6681 -0.1883  0.09
C25 2.4723 -1.1469 -0.8017  0.01
O2 1.0199 -1.2516 -0.5888  -0.27
H23 2.7208 -0.0907 -0.8488  0.08
H24 2.7030 -1.6339 -1.7452  0.12
H25 2.9784 -1.6419 0.0183  0.09
H26 0.6047 -1.4940 -1.4293  0.08



[2]
C3H6O3 | ωB97M-V/def2-TZVPD

## Properties
E_tot: -9349.5835 eV
Kohn-Sham gap: 0.3851 Eh
SMILES: O=C[C@H](O)CO
LUMO level: 0.014 Eh
Highest occupied orbital energy: -10.1 eV
ΔE to the lowest compared entry with this formula, charge and spin: 167.2 kJ/mol
Net charge: 0

Each line ends with the Löwdin charge.
Geometry (Å):
O1 0.2363 -1.4325 -1.2277  0.04
C1 -0.6962 -0.9598 -0.5847  -0.18
C2 -0.6658 0.4842 -0.2052  -0.32
O2 -0.1270 1.3123 -1.1948  0.00
C3 0.3426 0.3554 1.0355  -0.19
O3 1.5983 -0.0995 0.5893  -0.06
H1 -1.4219 -1.6100 -0.0599  0.14
H2 -1.6616 0.8775 0.0638  0.16
H3 0.5871 0.8097 -1.6134  0.10
H4 0.4485 1.3742 1.4131  0.13
H5 -0.0665 -0.2952 1.8399  0.13
H6 1.4263 -0.8162 -0.0559  0.06



[3]
C8H9N4O | ωB97M-V/def2-TZVPD

## Properties
E_tot: -16438.4020 eV
Kohn-Sham gap (alpha / beta): 0.2659 / 0.2665 Eh
SMILES: [NH2+]=C/C(O)=N\N=N\c1ccccc1
LUMO level (alpha / beta): -0.190 / -0.187 Eh
Highest occupied orbital energy (alpha / beta): -12.4 / -12.3 eV
ΔE to the lowest compared entry with this formula, charge and spin: 509.5 kJ/mol
Net charge: +1

Each line ends with the Löwdin charge.
Geometry (Å):
N1 -3.3924 2.2407 1.1959  0.18
C1 -2.0902 1.8926 0.9856  0.02
C2 -1.2553 2.3421 2.0363  -0.34
O1 -1.7834 3.0811 3.0120  0.09
N2 0.0529 1.9114 1.9723  0.18
N3 0.4099 1.0023 1.2788  0.01
N4 0.7773 0.7328 0.1588  0.17
C3 1.2968 -0.3992 -0.3980  -0.24
C4 1.8091 -0.3386 -1.7011  0.01
C5 2.4093 -1.4386 -2.3048  0.00
C6 2.3477 -2.6666 -1.5918  0.00
C7 1.9352 -2.7404 -0.2523  -0.01
C8 1.3865 -1.6026 0.3366  0.02
H1 -4.0818 1.8407 0.6534  0.09
H2 -3.6474 2.9333 1.9030  0.14
H3 -1.6395 1.2258 0.2692  0.12
H4 -1.0744 3.6977 3.3514  0.17
H5 1.6427 0.6133 -2.0929  0.10
H6 2.7632 -1.4222 -3.2282  0.07
H7 2.6256 -3.4761 -2.1143  0.07
H8 1.9788 -3.5840 0.3303  0.09
H9 1.0165 -1.6843 1.2488  0.07



[4]
IPS | ωB97M-V/def2-TZVPD

## Properties
E_tot: -28223.1571 eV
Kohn-Sham gap (alpha / beta): 0.2828 / 0.1881 Eh
LUMO level (alpha / beta): -0.072 / -0.108 Eh
Highest occupied orbital energy (alpha / beta): -9.7 / -8.1 eV
ΔE to the lowest compared entry with this formula, charge and spin: 183.9 kJ/mol
Net charge: 0

Each line ends with the Löwdin charge.
Geometry (Å):
P1 -0.1695 -0.3292 -0.8115  0.16
S1 0.4578 0.9194 0.4644  0.00
I1 -1.6024 -3.2693 1.3076  -0.16



[5]
C20H43FeN2OP3 | ωB97M-V/def2-TZVPD

## Properties
E_tot: -88691.6026 eV
Kohn-Sham gap (alpha / beta): 0.2934 / 0.1926 Eh
Spin multiplicity: 6
LUMO level (alpha / beta): -0.273 / -0.427 Eh
Highest occupied orbital energy (alpha / beta): -15.4 / -16.9 eV
ΔE to the lowest compared entry with this formula, charge and spin: 0.0 kJ/mol
Net charge: +3

Each line ends with the Löwdin charge.
Geometry (Å):
Fe1 -0.0304 0.5010 0.9370  0.10
P1 -1.0288 0.4097 2.9370  0.79
P2 1.0141 -1.3740 0.5786  0.74
P3 -1.8804 -0.1117 -0.2575  0.77
H1 1.2151 2.1603 -0.5966  0.09
C1 0.1286 1.9893 -0.5071  -0.17
C2 -0.5906 2.5025 0.6265  -0.19
H2 -0.0758 3.1558 1.3442  0.07
C3 -0.2832 1.0967 4.4901  -0.22
C4 -1.3837 -1.2679 3.6220  -0.23
C5 -2.6600 1.2668 3.0706  -0.23
C6 1.9075 -1.5288 -1.0210  -0.22
C7 2.3683 -1.7871 1.7509  -0.23
C8 0.0748 -2.9555 0.6196  -0.23
C9 -3.1466 1.1518 -0.7230  -0.22
C10 -2.9972 -1.3865 0.4594  -0.23
C11 -1.4856 -0.7968 -1.9269  -0.25
H3 -0.3448 1.7893 -1.4721  0.05
H4 -1.6693 2.6822 0.6212  0.05
H5 -0.0500 2.1653 4.3849  0.05
H6 0.6341 0.5486 4.7453  0.05
H7 -0.9902 0.9795 5.3251  0.07
H8 -0.4395 -1.8057 3.7914  0.05
H9 -2.0222 -1.8652 2.9618  0.03
H10 -1.8937 -1.1327 4.5877  0.07
H11 -2.5209 2.3362 2.8606  0.06
H12 -3.0177 1.1472 4.1039  0.07
H13 -3.4150 0.8665 2.3831  0.03
H14 2.3887 -2.5165 -1.0542  0.07
H15 2.6727 -0.7438 -1.0700  0.06
H16 1.2359 -1.4151 -1.8798  0.02
H17 2.7988 -2.7576 1.4618  0.07
H18 1.9871 -1.8457 2.7804  0.05
H19 3.1462 -1.0126 1.6935  0.05
H20 0.7976 -3.7703 0.4905  0.07
H21 -0.6665 -3.0096 -0.1830  0.03
H22 -0.4304 -3.0734 1.5845  0.04
H23 -3.9280 0.6608 -1.3206  0.07
H24 -2.6936 1.9530 -1.3198  0.06
H25 -3.6133 1.5939 0.1671  0.05
H26 -3.7320 -1.6329 -0.3182  0.07
H27 -3.5289 -1.0092 1.3412  0.05
H28 -2.4484 -2.2913 0.7378  0.02
H29 -2.4357 -0.9577 -2.4554  0.06
H30 -0.9481 -1.7505 -1.8749  0.03
H31 -0.8734 -0.0900 -2.5034  0.04
C12 0.4919 -2.4955 -5.9226  -0.21
C13 1.2368 -2.3913 -7.1231  0.07
C14 1.0560 -1.2614 -7.9266  0.02
C15 0.1345 -0.2568 -7.5717  0.05
C16 -0.6194 -0.4021 -6.3978  0.01
C17 -0.4664 -1.5295 -5.5778  0.05
O1 0.6940 -3.4863 -4.9993  0.17
H32 1.3406 -4.1287 -5.3481  0.15
H33 1.9451 -3.1805 -7.3966  0.15
H34 1.6369 -1.1504 -8.8473  0.14
H35 0.0081 0.6284 -8.2123  0.15
H36 -1.3406 0.3669 -6.1006  0.13
H37 -1.0530 -1.6834 -4.6688  0.12
C18 3.2977 2.4082 4.6301  0.00
N1 2.6502 2.8519 3.3854  -0.16
C19 2.4841 4.3128 3.2518  0.01
C20 2.1074 2.0358 2.5347  -0.18
N2 1.5243 1.3016 1.8107  0.05
H38 4.2972 2.8510 4.6704  0.11
H39 3.3560 1.3105 4.6508  0.10
H40 2.7167 2.7750 5.4854  0.11
H41 2.9867 4.6782 2.3373  0.11
H42 1.4139 4.5985 3.2374  0.10
H43 2.9559 4.7788 4.1241  0.11



[6]
C23H25N5O3 | ωB97M-V/def2-TZVPD

## Properties
E_tot: -37849.8405 eV
Kohn-Sham gap: 0.3191 Eh
SMILES: COc1ccc(C(=O)Cn2nnc(-c3ccccc3NC(=O)C3CCCCC3)n2)cc1
LUMO level: 0.004 Eh
Highest occupied orbital energy: -8.6 eV
ΔE to the lowest compared entry with this formula, charge and spin: 182.4 kJ/mol
Net charge: 0

Each line ends with the Löwdin charge.
Geometry (Å):
C1 -2.3187 -1.0822 4.2811  -0.08
O1 -3.4546 -0.8721 3.4727  -0.07
C2 -3.3098 -0.8402 2.1318  -0.26
C3 -2.1066 -1.0307 1.4525  0.00
C4 -2.0697 -0.9574 0.0748  -0.02
C5 -3.2250 -0.7006 -0.6618  -0.17
C6 -3.2403 -0.5817 -2.1247  -0.34
O2 -4.1997 -0.8355 -2.8108  0.11
C7 -1.9437 -0.0628 -2.7812  -0.03
N1 -1.3502 0.9821 -2.0108  -0.20
N2 -1.9650 2.0914 -1.6981  0.10
N3 -1.1792 2.7737 -0.9529  0.10
C8 -0.0440 2.0529 -0.8030  -0.27
C9 1.0695 2.5035 0.0030  -0.11
C10 0.9393 3.7415 0.6343  -0.03
C11 1.9445 4.2344 1.4387  -0.08
C12 3.0988 3.4876 1.6236  -0.07
C13 3.2501 2.2617 1.0059  0.00
C14 2.2457 1.7500 0.1866  -0.15
N4 2.3700 0.5302 -0.4684  0.15
C15 3.3134 -0.4431 -0.3051  -0.42
O3 4.2465 -0.3650 0.4622  0.08
C16 3.0955 -1.6361 -1.2410  -0.23
C17 4.1450 -2.7214 -0.9802  -0.16
C18 3.9272 -3.3982 0.3712  -0.19
C19 2.5162 -3.9658 0.4835  -0.20
C20 1.4845 -2.8669 0.2496  -0.20
C21 1.6933 -2.2457 -1.1280  -0.16
N5 -0.1429 0.9052 -1.4783  0.15
C22 -4.4362 -0.5493 0.0245  0.00
C23 -4.4781 -0.6076 1.3948  0.02
H1 -1.8672 -2.0606 4.0908  0.10
H2 -2.6792 -1.0460 5.3076  0.09
H3 -1.5706 -0.2980 4.1321  0.10
H4 -1.1933 -1.2377 1.9874  0.10
H5 -1.1283 -1.1389 -0.4198  0.09
H6 -2.2035 0.3089 -3.7767  0.14
H7 -1.2198 -0.8757 -2.8764  0.14
H8 0.0286 4.2972 0.4742  0.11
H9 1.8313 5.1936 1.9200  0.10
H10 3.8919 3.8639 2.2522  0.11
H11 4.1475 1.6848 1.1517  0.10
H12 1.6087 0.3449 -1.1133  0.09
H13 3.2314 -1.2488 -2.2597  0.15
H14 5.1387 -2.2721 -1.0016  0.12
H15 4.0874 -3.4658 -1.7780  0.12
H16 4.0908 -2.6659 1.1620  0.11
H17 4.6600 -4.1975 0.4974  0.11
H18 2.3723 -4.4098 1.4706  0.11
H19 2.3764 -4.7539 -0.2611  0.11
H20 1.5943 -2.0955 1.0161  0.12
H21 0.4745 -3.2786 0.3228  0.11
H22 0.9242 -1.4968 -1.3266  0.07
H23 1.5947 -3.0246 -1.8891  0.12
H24 -5.3316 -0.3650 -0.5486  0.12
H25 -5.4026 -0.4746 1.9334  0.12



[7]
C6H11FO | ωB97M-V/def2-TZVPD

## Properties
E_tot: -11162.0975 eV
Kohn-Sham gap: 0.3488 Eh
SMILES: CC(C)=C(CO)CF
LUMO level: 0.021 Eh
Highest occupied orbital energy: -8.9 eV
ΔE to the lowest compared entry with this formula, charge and spin: 303.0 kJ/mol
Net charge: 0

Each line ends with the Löwdin charge.
Geometry (Å):
C1 1.1295 0.4590 -1.5865  -0.11
C2 0.1741 -0.2340 -0.7473  -0.30
C3 -0.6577 -1.3471 -1.4801  -0.04
C4 0.0469 0.0493 0.5764  -0.24
C5 0.7496 1.0106 1.3061  -0.29
O1 -0.0429 1.9637 2.0576  -0.15
C6 -1.0494 -0.5783 1.4164  -0.11
F1 -0.9961 -2.0034 1.1984  -0.10
H1 0.8063 0.4901 -2.6664  0.09
H2 1.6708 1.5184 -1.4636  0.13
H3 1.9588 -0.2354 -1.6346  0.08
H4 -1.1642 -2.1110 -0.7786  0.08
H5 -1.5783 -0.8186 -2.0030  0.11
H6 0.1526 -1.7616 -2.2499  0.11
H7 1.5863 1.5204 0.7784  0.12
H8 1.3392 0.3967 2.0974  0.16
H9 -1.0264 2.3138 1.5063  0.24
H10 -1.0605 -0.3758 2.4859  0.12
H11 -2.0386 -0.2569 1.1870  0.11



[8]
CHNO2S | ωB97M-V/def2-TZVPD

## Properties
E_tot: -17471.9173 eV
Kohn-Sham gap (alpha / beta): 0.2728 / 0.2721 Eh
SMILES: O=C=O.N=S
LUMO level (alpha / beta): -0.051 / -0.052 Eh
Highest occupied orbital energy (alpha / beta): -8.8 / -8.8 eV
ΔE to the lowest compared entry with this formula, charge and spin: 24.9 kJ/mol
Net charge: 0

Each line ends with the Löwdin charge.
Geometry (Å):
O1 1.0690 -0.9842 -1.1850  0.20
C1 1.3540 -0.1090 -0.5148  -0.58
O2 1.8576 0.7295 0.0706  0.14
N1 -1.2862 -0.1294 0.1676  -0.47
S1 -0.6826 0.5779 1.4035  0.71
H1 -2.3119 -0.0848 0.0582  -0.01



What is the formula in the fifth record?
C20H43FeN2OP3